Density functional theory data (wB97M-V/def2-TZVPD) for a molecular structure, C17H15Cl3O6Pd.

2S+1: 1
relative energy (zero: lowest compared OMol25 entry of this formula, charge and spin): 2.16 kcal per mole
highest occupied orbital energy (spin up / spin down): -8.31 / -8.31 eV
LUMO energy (spin up / spin down): -1.2 / -1.1 eV
total charge: 0

Geometry (Å):
Pd (0.7523, -1.4686, -0.7747)
Cl (6.4660, 3.1701, -0.5784)
C (5.3258, 1.8577, -0.6865)
C (5.7974, 0.5394, -0.7374)
C (4.9188, -0.5071, -0.8354)
Cl (5.5329, -2.1317, -0.8919)
C (3.5160, -0.3119, -0.8930)
O (2.7359, -1.3294, -1.0289)
C (3.0774, 1.0230, -0.8171)
C (1.6827, 1.3605, -0.8127)
O (0.7120, 0.6118, -0.9339)
C (3.9851, 2.0953, -0.7141)
H (6.8599, 0.3431, -0.6855)
H (1.4627, 2.4286, -0.6886)
H (3.6089, 3.1098, -0.6580)
C (-4.8302, 1.7744, -0.9649)
C (-4.0223, 1.7178, 0.3016)
C (-3.7935, 2.8441, 1.0722)
C (-3.0287, 2.7690, 2.2291)
Cl (-2.7743, 4.2104, 3.1841)
C (-2.4638, 1.5773, 2.6224)
C (-2.6821, 0.4312, 1.8598)
C (-3.4732, 0.5029, 0.7244)
O (-3.7811, -0.5700, -0.0693)
C (-3.1873, -1.8176, 0.2367)
C (-1.6994, -1.8196, -0.0677)
O (-0.8651, -2.0637, 0.8267)
O (-1.3196, -1.5439, -1.2539)
H (-5.1842, 2.7876, -1.1500)
H (-5.6901, 1.1049, -0.9111)
H (-4.2312, 1.4485, -1.8167)
H (-4.2123, 3.7956, 0.7682)
H (-1.8534, 1.5302, 3.5141)
H (-2.2031, -0.4912, 2.1538)
H (-3.6818, -2.5348, -0.4152)
H (-3.3426, -2.1027, 1.2777)
C (2.3513, -4.1213, -0.4708)
O (1.0051, -3.6543, -0.6955)
H (2.3375, -5.1960, -0.2962)
H (2.8144, -3.6057, 0.3672)
H (2.9163, -3.9007, -1.3685)
H (0.4610, -3.8630, 0.0775)

Atoms 1-2, force components in eV/Å:
1.3 0.9 -2.2
-0.1 -0.1 0.0



Density functional theory data (wB97M-V/def2-TZVPD) for a single C17H15ClN4O5 molecule.

2S+1: 1
relative energy (zero: lowest compared OMol25 entry of this formula, charge and spin): 0.00 kcal per mole
highest occupied orbital energy: -8.67 eV
structure (SMILES): O=C(CCC(=O)Nc1ccccc1Cl)NNC(=O)c1ccccc1[N+](=O)[O-]
LUMO energy: -0.7 eV
total charge: 0

Geometry (Å):
O (1.6249, 3.4998, -1.3707)
C (0.9863, 3.4098, -0.3486)
C (-0.2825, 4.1874, -0.0444)
C (-1.4029, 3.2681, 0.4576)
C (-1.4245, 1.9483, -0.3140)
O (-0.5762, 1.6530, -1.1260)
N (-2.4815, 1.1662, 0.0221)
C (-2.7302, -0.1483, -0.3691)
C (-2.0998, -0.7545, -1.4516)
C (-2.3746, -2.0704, -1.7759)
C (-3.2887, -2.8023, -1.0395)
C (-3.9380, -2.2116, 0.0307)
C (-3.6585, -0.8993, 0.3570)
Cl (-4.4808, -0.1728, 1.7060)
N (1.4225, 2.6376, 0.6945)
N (2.1881, 1.5118, 0.3828)
C (2.1749, 0.4825, 1.2592)
O (1.8678, 0.6090, 2.4270)
C (2.6594, -0.8084, 0.6636)
C (4.0050, -1.0161, 0.3944)
C (4.4399, -2.2377, -0.0936)
C (3.5391, -3.2696, -0.3157)
C (2.1960, -3.0790, -0.0555)
C (1.7615, -1.8508, 0.4286)
N (0.3543, -1.6570, 0.6635)
O (-0.0463, -0.5190, 0.7951)
O (-0.3522, -2.6408, 0.6967)
H (-0.0670, 4.9575, 0.6979)
H (-0.5804, 4.6735, -0.9736)
H (-2.3685, 3.7654, 0.3445)
H (-1.2759, 3.0363, 1.5184)
H (-3.0741, 1.4727, 0.7861)
H (-1.3816, -0.1858, -2.0183)
H (-1.8664, -2.5257, -2.6124)
H (-3.4967, -3.8306, -1.2893)
H (-4.6525, -2.7682, 0.6169)
H (0.8504, 2.4645, 1.5149)
H (2.2804, 1.3873, -0.6214)
H (4.7077, -0.2184, 0.5787)
H (5.4889, -2.3866, -0.2992)
H (3.8843, -4.2192, -0.6935)
H (1.4684, -3.8583, -0.2240)

Atoms 1-2, force components in eV/Å:
0.1 0.0 -0.2
0.3 0.4 0.2



Density functional theory data (wB97M-V/def2-TZVPD) for a molecular structure, C17H15F3N2O3.

2S+1: 1
relative energy (zero: lowest compared OMol25 entry of this formula, charge and spin): 408.76 kcal per mole
highest occupied orbital energy: -7.60 eV
LUMO energy: -0.8 eV
total charge: 0

Geometry (Å):
C (8.3234, -1.0074, -0.7837)
C (7.5034, -0.0725, -0.1897)
C (7.6182, 1.3573, 0.0676)
C (6.3203, 1.5996, 0.7371)
C (5.5390, 0.3205, 0.6980)
O (6.1146, -0.6205, 0.3204)
C (4.0647, 0.1245, 1.5779)
N (3.1318, 0.2411, 0.2378)
C (2.2641, -0.7852, 0.0853)
O (2.3027, -1.8445, 0.8711)
C (1.3309, -0.4401, -1.0210)
H (1.8039, -0.9371, -2.0218)
C (0.0415, -1.4572, -0.9054)
C (-0.8197, 0.0545, -0.7257)
N (-0.1950, 1.0114, -1.1641)
O (1.0522, 0.7256, -1.1519)
C (-2.2260, -0.1742, -0.4257)
C (-2.9958, 1.1458, -0.4234)
C (-4.2066, 1.3417, -0.3030)
C (-5.0125, 0.1014, 0.1785)
C (-4.3508, -1.1616, -0.0026)
C (-3.0674, -1.0934, -0.0226)
H (-2.4326, -2.0174, -0.0951)
H (-4.8992, -2.0164, 0.4959)
C (-6.4648, 0.2522, 0.0747)
F (-6.7986, 1.2673, 0.8274)
F (-6.8536, -1.0662, 1.1587)
F (-7.1355, 0.0644, -0.8486)
H (-4.9291, 2.1334, -0.1461)
H (-2.3822, 2.0622, -0.6667)
H (0.0310, -1.7056, 0.1058)
H (-0.3236, -1.9782, -1.7148)
H (3.1121, 1.0561, -0.2367)
H (4.0888, -0.8525, 1.8793)
H (3.8791, 0.9719, 2.1371)
H (6.0486, 2.8049, 1.1738)
H (8.3105, 1.9134, -0.3148)
H (9.1793, -0.4680, -0.8915)
H (7.7827, -1.3814, -1.7405)
H (8.4115, -1.7051, -0.1104)

Atoms 1-2, force components in eV/Å:
-2.8 -0.1 -5.1
-3.0 5.5 2.4



Density functional theory data (wB97M-V/def2-TZVPD) for a single C17H15N3O2 molecule.

2S+1: 1
relative energy (zero: lowest compared OMol25 entry of this formula, charge and spin): 22.81 kcal per mole
highest occupied orbital energy: -9.42 eV
structure (SMILES): Cc1onc(-c2ccccc2)c1C(=O)NCc1ccccn1
LUMO energy: 0.6 eV
total charge: 0

Geometry (Å):
C (-3.7419, -3.1120, -0.4723)
C (-3.3559, -1.6849, -0.4822)
O (-4.1490, -0.7879, -1.0802)
N (-3.6041, 0.4475, -0.9707)
C (-2.4776, 0.3296, -0.3149)
C (-1.6633, 1.4997, 0.0074)
C (-1.4607, 2.4925, -0.9471)
C (-0.6799, 3.5937, -0.6470)
C (-0.1038, 3.7192, 0.6067)
C (-0.3209, 2.7449, 1.5679)
C (-1.0970, 1.6389, 1.2737)
C (-2.2494, -1.0424, 0.0240)
C (-1.1045, -1.6898, 0.6996)
O (-1.2078, -2.7229, 1.3326)
N (0.0687, -1.0436, 0.5172)
C (1.3081, -1.4842, 1.1198)
C (2.4851, -1.0357, 0.2990)
C (2.6865, 0.3139, 0.0157)
C (3.7780, 0.6736, -0.7559)
C (4.6326, -0.3191, -1.2103)
C (4.3495, -1.6311, -0.8640)
N (3.3048, -1.9807, -0.1349)
H (-4.7614, -3.2185, -0.1071)
H (-3.0580, -3.6547, 0.1743)
H (-3.6996, -3.5215, -1.4810)
H (-1.9198, 2.3859, -1.9175)
H (-0.5220, 4.3586, -1.3927)
H (0.5066, 4.5794, 0.8387)
H (0.1130, 2.8486, 2.5517)
H (-1.2787, 0.8863, 2.0273)
H (0.0879, -0.1824, -0.0057)
H (1.2901, -2.5744, 1.1864)
H (1.3954, -1.0760, 2.1374)
H (2.0098, 1.0653, 0.3979)
H (3.9606, 1.7113, -0.9954)
H (5.4947, -0.0808, -1.8131)
H (4.9840, -2.4465, -1.1854)

Atoms 1-2, force components in eV/Å:
-0.1 0.1 -0.1
0.9 0.3 0.4



Density functional theory data (wB97M-V/def2-TZVPD) for a single C17H15N5O6S2 molecule.

2S+1: 1
highest occupied orbital energy: -9.29 eV
structure (SMILES): Cc1ccnc(NS(=O)(=O)c2ccc(NS(=O)(=O)c3ccc([N+](=O)[O-])cc3)cc2)n1
LUMO energy: -1.4 eV
total charge: 0

Geometry (Å):
C (4.3699, -1.5602, 1.7657)
C (2.9829, -1.0238, 1.8210)
C (2.7146, 0.3441, 1.7094)
C (1.3846, 0.7120, 1.6637)
N (0.3938, -0.1625, 1.7669)
C (0.7519, -1.4288, 1.9514)
N (-0.2608, -2.3289, 2.1109)
S (-1.7334, -1.8174, 2.7972)
O (-1.4821, -1.0583, 3.9810)
O (-2.5028, -3.0181, 2.9022)
C (-2.3515, -0.7749, 1.4982)
C (-2.4470, 0.5876, 1.6952)
C (-2.7964, 1.4005, 0.6346)
C (-3.0471, 0.8385, -0.6176)
N (-3.3109, 1.6433, -1.7215)
S (-2.5324, 1.3315, -3.1806)
O (-3.0307, 0.1245, -3.7519)
O (-2.6157, 2.5526, -3.9162)
C (-0.8366, 1.0667, -2.6363)
C (-0.3448, -0.2196, -2.5134)
C (0.9491, -0.4089, -2.0606)
C (1.7204, 0.7038, -1.7491)
N (3.0877, 0.5171, -1.3124)
O (3.5181, -0.6137, -1.2830)
O (3.7167, 1.5041, -1.0064)
C (1.2234, 1.9969, -1.8698)
C (-0.0731, 2.1748, -2.3160)
C (-3.0064, -0.5459, -0.7835)
C (-2.6494, -1.3523, 0.2800)
N (1.9952, -1.8977, 1.9514)
H (5.0528, -0.9263, 2.3256)
H (4.6919, -1.5737, 0.7239)
H (4.3921, -2.5750, 2.1498)
H (3.5090, 1.0683, 1.6363)
H (1.0780, 1.7426, 1.5334)
H (0.0287, -3.2741, 2.3129)
H (-2.2146, 0.9870, 2.6684)
H (-2.8636, 2.4706, 0.7636)
H (-3.3832, 2.6324, -1.5367)
H (-0.9692, -1.0508, -2.7956)
H (1.3743, -1.3953, -1.9543)
H (1.8602, 2.8335, -1.6248)
H (-0.4929, 3.1592, -2.4482)
H (-3.2529, -0.9612, -1.7468)
H (-2.5982, -2.4245, 0.1818)

Atoms 1-2, force components in eV/Å:
0.1 0.0 0.0
-0.1 0.4 0.0